40
Properties=species:S:1:pos:R:3:forces:R:3:lowdin_charge:R:1 method="wB97M-V/def2-TZVPD" smiles=OCCO.OCCO.OCCO.OCCO fmax_ev_per_a=3.74 lumo_ha=0.012 homo_ev=-9.3690 de_lowest_kj_mol=235.5
O -0.880150 4.593167 -4.873460 -2.2969 -1.6176 0.5665 -0.06
O 0.374894 1.268268 -1.685808 -0.0325 -0.1568 0.3117 -0.06
O -2.698982 -2.297683 2.540766 0.1355 1.6770 -0.4332 -0.07
O 0.580406 -0.768293 0.399223 0.5840 1.1852 0.1402 -0.08
O 1.572086 3.567891 -4.360146 1.4091 -3.3658 -0.8252 -0.05
O -0.035273 -3.954865 1.845634 -1.3797 -0.7645 -1.3181 -0.06
O 2.935315 -5.974495 2.412320 2.1804 0.3724 0.6922 -0.04
O -4.406924 0.098193 3.430305 -1.5418 -0.3980 1.1548 -0.07
C -3.692579 0.104915 2.252755 2.4923 -1.1854 0.4893 -0.25
C -2.429311 -0.863132 2.413165 -1.4457 -0.2421 -1.5112 -0.20
C 1.032000 0.611184 0.570491 -0.8292 -0.3985 -0.3405 -0.20
C 1.606713 -5.735295 2.240357 -2.8233 -0.4725 -1.5503 -0.30
C 1.202289 -4.285924 2.365589 0.9664 1.0322 1.5564 -0.27
C 1.474474 1.185937 -0.793991 0.2994 0.1949 1.0175 -0.24
C 1.260300 4.784852 -3.892093 -0.4359 3.3508 -0.0195 -0.28
C 0.224987 5.386454 -4.894650 0.5426 1.2767 1.0572 -0.26
H -1.715848 -0.545291 3.173443 -0.1390 0.2119 0.2067 0.11
H -1.982323 -0.732517 1.427642 0.5960 -0.4102 0.1413 0.09
H -3.763019 -0.021411 4.132227 -0.1721 0.1360 0.2245 0.08
H -0.560442 3.752135 -5.208195 -0.3800 -0.4180 0.0347 0.08
H 2.267788 0.588949 -1.243842 0.0696 -0.3441 0.2084 0.12
H -0.175031 -0.535279 -0.145402 -0.4220 -0.9872 -0.4027 0.06
H 3.126710 -6.871508 2.695774 -0.3075 0.0733 -0.0326 0.10
H 0.400664 5.402423 -5.970284 1.8836 0.4935 0.0369 0.12
H 0.140833 1.108825 0.952957 -0.1098 0.7052 -0.3631 0.11
H 1.966624 -3.652350 1.915624 0.3627 -0.0388 0.2197 0.13
H 1.313540 -5.999337 1.224276 -0.1433 -0.2597 -0.3921 0.12
H 0.955306 -6.330291 2.880473 0.0716 -0.1407 0.3245 0.12
H 1.055281 -4.070812 3.423996 1.0186 0.2170 0.4612 0.12
H -0.035400 -3.058364 1.502293 0.1213 0.0342 0.0055 0.06
H 2.129913 5.421005 -3.727271 0.3350 0.2708 -0.5824 0.12
H -4.263918 -0.215809 1.381651 -0.2916 -0.0139 0.2851 0.12
H 1.879968 2.189253 -0.663528 0.1221 0.1754 0.3380 0.11
H -0.085107 6.388228 -4.597352 0.1006 0.1228 0.1139 0.12
H 1.703802 0.728897 1.420749 0.6865 -0.4560 -0.5543 0.12
H -3.246815 -2.478050 3.308197 -0.1086 0.2340 0.1388 0.08
H 0.713394 1.801523 -2.408758 -0.3528 0.0229 -0.4280 0.07
H 2.463024 3.590199 -4.716987 -0.0733 -0.2872 -0.1523 0.11
H 0.930308 4.689662 -2.857618 -1.1109 0.1105 -0.1275 0.12
H -3.339496 1.128746 2.129478 0.4188 0.0603 -0.6923 0.11